1.
The following is a DFT calculation (the ωB97M-V functional and the def2-TZVPD basis) of a 2-piece molecular cluster, C3H4NO2 overall at a distorted geometry.

```
10
Properties=species:S:1:pos:R:3:forces:R:3:lowdin_spin:R:1
C 0.86811 0.16147 0.42650 -2.7 2.6 0.9 0.584
C 2.08050 0.26863 0.02192 -0.2 -2.0 -0.3 0.399
C -0.04638 2.08256 0.31297 1.2 -3.3 3.4 0.213
N -0.12294 -0.83974 0.04929 0.3 -0.3 -1.8 0.116
O -0.74084 2.15463 -0.57619 -1.6 1.1 -2.7 0.157
O 3.16786 0.56349 -0.17249 3.4 1.2 -0.7 0.458
H 0.34808 2.49604 1.22968 0.3 1.2 -0.2 0.030
H -0.81556 -0.44985 -0.58829 -0.7 1.0 0.2 0.016
H -0.62970 -1.13197 0.89812 0.3 -0.8 -0.5 0.018
H 0.29032 -1.50348 -0.65607 -0.2 -0.6 1.7 0.009
```
Forces are in eV/Å.

As for the multiplicity: 3. For the energy relative to the best compared isomer or geometry (same formula, charge and spin), the calculation gives 42.0 kcal per mole. For the orbital gap (spin up / spin down), the calculation gives 0.2381 / 0.2797 hartree. The largest force on an atom is 4.83 eV/A. As for the total charge: +1. Its expectation value of S² is 2.021. For the lowest unoccupied orbital energy (spin up / spin down), the calculation gives -4.258 / -7.434 eV. For the total energy, the calculation gives -321.43332 Ha.

2.
The following is a DFT calculation (the ωB97M-V functional and the def2-TZVPD basis) of one molecule with the formula C3H4NO2P at a distorted geometry.

```
11
Properties=species:S:1:pos:R:3:forces:R:3:lowdin_charge:R:1
C 1.36842 -1.35233 -0.85360 0.2 -0.6 3.1 -0.219
C 1.32785 -1.43944 0.48104 -2.0 -0.6 -1.2 -0.232
C -0.19805 1.52236 -0.15460 -0.7 0.0 -1.9 -0.405
N -0.43737 2.53292 0.57866 -1.8 -0.6 0.1 0.005
O 1.72218 -0.12103 -1.26008 0.4 1.5 -2.0 -0.320
O 1.39010 -0.25578 1.12148 0.9 1.9 0.0 -0.284
P 1.59954 1.04399 -0.11446 -0.5 -2.0 1.6 1.044
H 1.15516 -2.18892 -1.43318 0.0 -0.7 -1.7 0.094
H 0.85133 -2.31300 0.94642 0.7 0.5 0.4 0.126
H -0.92483 1.07205 -0.97303 1.1 0.5 1.8 0.117
H -1.47978 2.74562 0.59005 1.5 0.0 -0.2 0.073
```
Forces are in eV/Å.

For the energy relative to the best compared isomer or geometry (same formula, charge and spin), the calculation gives 11.7 kcal per mole. For the orbital gap, the calculation gives 0.3083 hartree. The largest force on an atom is 3.19 eV/A. As for the total charge: 0. The SMILES is [H]/N=C/P1OC=CO1. For the lowest unoccupied orbital energy, the calculation gives 0.165 eV. For the total energy, the calculation gives -663.24398 Ha.

3.
The following is a DFT calculation (the ωB97M-V functional and the def2-TZVPD basis) of C3H4NO3 as an isolated structure at a distorted geometry.

```
11
Properties=species:S:1:pos:R:3:forces:R:3:lowdin_charge:R:1
C -1.43903 0.42651 0.31346 -0.3 -1.4 2.6 -0.676
C -0.04894 0.16119 -0.33579 2.1 -2.6 2.4 -0.350
C 1.06703 -1.05189 0.61516 -1.4 4.9 -1.0 0.026
N 0.62987 1.13474 -1.13605 -0.2 2.8 1.3 0.025
O -1.76525 -0.37631 1.25579 0.8 0.7 -1.6 -0.102
O -2.06798 1.41793 -0.05688 0.1 0.7 -1.0 -0.047
O -0.02089 0.02483 -1.70276 -0.9 -1.7 -1.4 -0.069
H 1.51496 -0.45485 1.51297 -0.9 -1.4 -1.7 0.075
H 1.76726 -1.36519 -0.12594 0.9 0.1 -0.4 0.007
H 0.44445 -1.85858 0.84404 -1.0 -0.9 0.9 -0.006
H -0.08146 1.94160 -1.18400 0.9 -1.3 -0.1 0.116
```
Forces are in eV/Å.

For the energy relative to the best compared isomer or geometry (same formula, charge and spin), the calculation gives 106.8 kcal per mole. For the orbital gap, the calculation gives 0.3203 hartree. The largest force on an atom is 5.19 eV/A. As for the total charge: -1. For the lowest unoccupied orbital energy, the calculation gives 4.291 eV. For the total energy, the calculation gives -397.13365 Ha.

4.
The following is a DFT calculation (the ωB97M-V functional and the def2-TZVPD basis) of a 2-piece molecular cluster, C3H4NO3 overall at a distorted geometry.

```
11
Properties=species:S:1:pos:R:3:forces:R:3:lowdin_charge:R:1
C 2.15758 0.02545 0.75246 0.5 -0.9 -0.3 -0.525
C -1.26754 -0.73272 -0.46947 0.7 0.7 -0.6 -0.434
C -1.16972 0.77854 -0.78818 -2.7 0.5 1.5 -0.198
N 0.01119 -1.01853 0.24757 0.6 2.2 -0.8 -0.116
O 1.62650 0.87493 1.28611 -1.2 2.6 1.4 0.175
O 2.96000 -0.70380 0.34284 0.5 -1.2 -0.9 0.144
O -1.21997 -0.77069 0.97051 0.4 -1.7 1.0 -0.215
H -0.96921 1.33778 0.20415 -0.7 -0.5 -1.3 0.067
H -2.16634 1.10487 -1.29685 1.7 -0.2 0.9 0.056
H -0.34869 1.03964 -1.37805 1.3 0.2 -1.5 -0.002
H 0.38619 -1.93548 0.12892 -1.1 -1.6 0.5 0.047
```
Forces are in eV/Å.

For the energy relative to the best compared isomer or geometry (same formula, charge and spin), the calculation gives 142.2 kcal per mole. For the orbital gap, the calculation gives 0.2118 hartree. The largest force on an atom is 3.22 eV/A. As for the total charge: -1. For the lowest unoccupied orbital energy, the calculation gives 3.651 eV. For the total energy, the calculation gives -397.07716 Ha.

5.
The following is a DFT calculation (the ωB97M-V functional and the def2-TZVPD basis) of a 2-piece molecular cluster, C3H4NOP overall at a distorted geometry.

```
10
Properties=species:S:1:pos:R:3:forces:R:3:lowdin_charge:R:1
C -0.93587 0.37851 -2.42658 0.9 -3.2 0.0 -0.592
C -0.94188 -1.50562 -0.51883 0.1 1.7 0.6 -0.782
C -1.13118 -0.30812 0.34314 3.3 1.0 0.7 -0.102
N -1.16740 1.39137 -2.88407 -0.6 2.4 -0.6 0.090
O -1.21515 -2.56298 -0.07885 -0.3 -3.3 0.4 0.029
P -0.46578 -1.37309 -2.28454 0.0 1.2 -0.2 1.027
H -1.92697 0.20049 -0.12595 -0.9 1.3 0.1 0.057
H -0.14675 0.28781 0.40347 -1.6 -0.3 -0.9 0.054
H -1.19476 -0.50617 1.40696 -1.0 -0.7 -0.1 0.084
H 1.31992 0.71127 -0.94424 0.1 -0.1 -0.1 0.135
```
Forces are in eV/Å.

For the energy relative to the best compared isomer or geometry (same formula, charge and spin), the calculation gives 94.2 kcal per mole. For the orbital gap (spin up / spin down), the calculation gives 0.2661 / 0.3165 hartree. The largest force on an atom is 3.55 eV/A. As for the total charge: 0. For the lowest unoccupied orbital energy (spin up / spin down), the calculation gives -2.725 / -1.271 eV. For the total energy, the calculation gives -587.87631 Ha.

6.
The following is a DFT calculation (the ωB97M-V functional and the def2-TZVPD basis) of a 2-piece molecular cluster, C3H4NOS overall at a distorted geometry.

```
10
Properties=species:S:1:pos:R:3:forces:R:3:lowdin_charge:R:1
C -3.17767 -0.99061 -0.36028 2.1 1.8 0.1 0.543
C 1.37078 -0.44533 0.27246 0.9 0.1 0.0 -0.277
C 1.05137 0.93465 -0.28125 -0.7 0.7 -0.1 -0.306
N -1.27536 0.06094 -0.00935 -4.1 -2.9 -1.2 -0.410
O 0.56012 -1.19655 0.70072 0.1 -0.7 0.6 0.051
S -0.66995 1.37898 0.24414 1.5 0.9 0.1 1.070
H -3.15137 -1.59062 0.56947 0.4 0.0 0.4 -0.029
H 2.45143 -0.68964 0.21250 -0.2 -0.1 0.0 0.151
H 1.76995 1.69337 0.02584 0.0 0.0 0.1 0.096
H 1.07068 0.84480 -1.37426 -0.1 0.1 0.1 0.111
```
Forces are in eV/Å.

For the energy relative to the best compared isomer or geometry (same formula, charge and spin), the calculation gives 171.0 kcal per mole. For the orbital gap (spin up / spin down), the calculation gives 0.2390 / 0.2392 hartree. The largest force on an atom is 5.23 eV/A. As for the total charge: +1. For the lowest unoccupied orbital energy (spin up / spin down), the calculation gives -7.416 / -7.413 eV. For the total energy, the calculation gives -644.27890 Ha.

7.
The following is a DFT calculation (the ωB97M-V functional and the def2-TZVPD basis) of an isolated ion of composition C3H4NOS2 and charge -1 at a distorted geometry.

```
11
Properties=species:S:1:pos:R:3:forces:R:3:lowdin_charge:R:1
C 0.64971 -0.30240 -0.42675 -1.0 0.2 0.4 -0.607
C -1.53513 0.19376 -0.02249 -2.5 0.1 0.2 -1.238
C 1.89447 0.43117 -0.04326 0.8 -0.7 0.6 -0.028
N -0.40350 0.55678 -0.48047 1.0 0.0 0.2 -0.027
O 0.55089 -1.49194 -0.67291 1.0 -0.3 0.0 -0.020
S -2.84749 1.26165 -0.00247 -0.5 0.3 0.1 0.320
S -1.96562 -1.49889 0.61910 1.1 0.1 -0.3 0.609
H 2.71272 -0.25136 0.10660 0.3 -0.4 0.7 0.068
H 2.21567 0.95408 -0.87380 0.5 1.1 -2.4 0.042
H 1.85885 1.27582 0.64824 -0.6 -0.7 0.6 0.084
H -3.13057 -1.12866 1.14821 -0.1 0.4 0.0 -0.203
```
Forces are in eV/Å.

For the energy relative to the best compared isomer or geometry (same formula, charge and spin), the calculation gives 8.7 kcal per mole. For the orbital gap, the calculation gives 0.2581 hartree. The largest force on an atom is 2.69 eV/A. As for the total charge: -1. The SMILES is C/C([O-])=N/C(=S)S. For the lowest unoccupied orbital energy, the calculation gives 3.537 eV. For the total energy, the calculation gives -1043.13953 Ha.

8.
The following is a DFT calculation (the ωB97M-V functional and the def2-TZVPD basis) of C3H4NOS2 as an isolated structure at a distorted geometry.

```
11
Properties=species:S:1:pos:R:3:forces:R:3:lowdin_charge:R:1
C 1.13414 0.20612 0.49566 2.6 2.5 -0.1 0.063
C -0.44477 -0.98247 1.70838 -1.9 -0.4 1.2 -0.205
C -0.61680 0.93146 -2.03205 -0.2 -2.5 0.3 -0.713
N 0.23100 -0.65112 0.41465 -0.6 -0.3 1.4 -0.515
O -0.35207 -0.24621 2.64340 0.0 -1.4 -1.5 0.152
S -1.13667 0.80326 -3.44855 -0.3 0.2 -1.1 0.892
S -0.41777 -1.10322 -1.03723 -0.7 0.7 -2.1 0.881
H 1.79406 0.45198 -0.33597 -0.4 -0.2 -0.1 0.127
H 1.24934 0.82005 1.37992 0.1 -0.5 0.5 0.130
H -1.09401 -1.93991 1.58431 1.1 1.5 0.3 0.177
H -0.34646 1.71005 -1.37252 0.4 0.5 1.1 0.010
```
Forces are in eV/Å.

For the energy relative to the best compared isomer or geometry (same formula, charge and spin), the calculation gives 58.9 kcal per mole. For the orbital gap, the calculation gives 0.2914 hartree. The largest force on an atom is 3.62 eV/A. As for the total charge: +1. For the lowest unoccupied orbital energy, the calculation gives -5.890 eV. For the total energy, the calculation gives -1042.68420 Ha.

9.
The following is a DFT calculation (the ωB97M-V functional and the def2-TZVPD basis) of one molecule with the formula C3H4NP at a distorted geometry.

```
9
Properties=species:S:1:pos:R:3:forces:R:3:lowdin_charge:R:1
C -0.80911 0.60614 -2.06618 0.4 0.1 2.1 -0.431
C 0.00594 0.39894 1.19805 0.0 -0.8 -1.7 -0.346
C 0.76685 -0.90249 1.10343 0.2 -0.1 -0.1 -0.271
N -0.95517 0.57633 -3.20110 -0.1 -0.2 -0.8 0.068
P -0.68435 0.90335 -0.23667 -0.5 0.8 0.2 0.837
H 0.92329 -1.27484 0.08527 0.1 -0.1 0.2 0.049
H 1.74894 -0.78624 1.56594 -0.1 0.0 0.2 0.067
H 0.24531 -1.68689 1.65571 0.0 0.1 0.2 0.071
H -1.24170 2.16570 -0.10444 -0.1 0.0 -0.3 -0.043
```
Forces are in eV/Å.

For the energy relative to the best compared isomer or geometry (same formula, charge and spin), the calculation gives 70.7 kcal per mole. For the orbital gap, the calculation gives 0.3311 hartree. The largest force on an atom is 2.14 eV/A. As for the total charge: 0. The SMILES is CC#[PH]C#N. For the lowest unoccupied orbital energy, the calculation gives -0.617 eV. For the total energy, the calculation gives -512.66329 Ha.

10.
The following is a DFT calculation (the ωB97M-V functional and the def2-TZVPD basis) of one molecule with the formula C3H4NP at a distorted geometry.

```
9
Properties=species:S:1:pos:R:3:forces:R:3:lowdin_charge:R:1
C 0.21439 0.75020 -0.08105 1.4 -0.8 0.7 -0.253
C -0.50723 1.60917 -0.69498 -1.5 0.1 -1.1 -0.508
C 0.91238 -1.27367 0.91332 -0.1 -0.2 0.7 -0.113
N 1.06627 0.08835 0.50971 0.0 1.8 -0.4 0.014
P -1.64572 2.34397 -1.64279 0.1 -0.6 0.0 0.749
H 1.36586 -1.46778 1.92193 -0.3 0.3 -1.1 0.094
H -0.15252 -1.37106 0.95134 -0.7 -1.2 0.3 0.067
H 1.34991 -1.93001 0.16413 0.0 -0.1 0.1 0.083
H -2.60333 1.25085 -2.04162 0.9 0.6 0.7 -0.134
```
Forces are in eV/Å.

For the energy relative to the best compared isomer or geometry (same formula, charge and spin), the calculation gives 50.0 kcal per mole. For the orbital gap, the calculation gives 0.2787 hartree. The largest force on an atom is 1.88 eV/A. As for the total charge: 0. The SMILES is CN=C=C=P. For the lowest unoccupied orbital energy, the calculation gives -1.049 eV. For the total energy, the calculation gives -512.69617 Ha.